283
Properties=species:S:1:pos:R:3 method="wB97M-V/def2-TZVPD" total_energy_ev=-134685.7876 orbital_gap_ev=8.64 mol_weight_g_mol=1513.28 relative_energy_kcal_mol=185.5
C -4.230 5.866 -15.409
O -3.964 6.179 -14.037
C -5.113 5.687 -13.270
C -4.829 6.157 -11.848
N -5.843 5.666 -10.939
C -5.725 6.382 -9.637
C -6.903 5.971 -8.729
O -6.838 6.691 -7.530
C -7.888 6.457 -6.585
H -4.870 4.983 -15.437
H -3.290 5.747 -15.948
H -4.863 6.597 -15.912
H -5.137 4.605 -13.397
H -6.006 6.098 -13.742
H -4.946 7.240 -11.878
H -3.836 5.855 -11.515
H -5.688 4.686 -10.747
H -5.569 7.458 -9.709
H -4.782 6.070 -9.187
H -6.793 4.907 -8.521
H -7.903 6.166 -9.116
H -8.886 6.471 -7.023
H -7.793 7.149 -5.748
H -7.752 5.458 -6.172
C -0.462 -1.378 4.093
O -0.861 -0.523 3.018
C -1.367 -1.159 1.867
C -0.405 -1.781 0.847
N 0.212 -0.649 0.102
C -0.556 -0.016 -0.950
C 0.331 0.863 -1.835
O -0.437 1.610 -2.755
C 0.240 2.358 -3.794
H -0.321 -0.852 5.037
H 0.470 -1.933 3.986
H -1.236 -2.124 4.274
H -2.006 -0.423 1.379
H -2.069 -1.927 2.191
H -1.064 -2.345 0.188
H 0.273 -2.411 1.422
H 0.784 -0.009 0.633
H -1.410 0.561 -0.598
H -0.916 -0.748 -1.674
H 1.032 0.191 -2.330
H 0.920 1.576 -1.258
H 0.475 1.679 -4.614
H 1.184 2.836 -3.533
H -0.439 3.088 -4.234
C 5.346 7.916 0.690
O 5.122 7.165 1.884
C 5.189 5.721 1.679
C 4.690 5.094 2.979
N 4.843 3.624 3.061
C 4.135 3.021 4.190
C 4.692 3.447 5.537
O 6.009 2.978 5.724
C 6.752 3.678 6.696
H 4.654 7.745 -0.134
H 6.342 7.649 0.337
H 5.413 8.972 0.953
H 6.222 5.547 1.380
H 4.629 5.391 0.804
H 3.616 5.246 3.087
H 5.117 5.608 3.840
H 5.815 3.428 3.254
H 4.359 1.964 4.046
H 3.050 3.119 4.211
H 4.132 2.905 6.300
H 4.556 4.521 5.666
H 7.469 2.915 6.999
H 6.107 3.939 7.535
H 7.333 4.583 6.516
C -4.332 -8.659 2.438
O -4.410 -7.779 3.548
C -4.841 -8.396 4.772
C -6.326 -8.747 4.648
N -7.243 -7.566 4.734
C -8.509 -7.883 4.065
C -9.520 -6.737 4.339
O -9.271 -5.489 3.688
C -8.776 -4.532 4.611
H -3.888 -8.101 1.614
H -5.319 -8.891 2.038
H -3.781 -9.592 2.563
H -4.786 -7.624 5.540
H -4.165 -9.187 5.094
H -6.656 -9.463 5.401
H -6.442 -9.391 3.776
H -6.928 -6.747 4.233
H -8.886 -8.810 4.496
H -8.390 -8.100 3.003
H -9.839 -6.701 5.381
H -10.335 -7.122 3.725
H -8.978 -3.561 4.159
H -7.728 -4.688 4.869
H -9.366 -4.410 5.520
C -1.790 8.323 -1.000
C -2.834 8.642 -2.011
C -2.212 9.488 -3.233
O -1.544 10.724 -2.939
C -2.361 11.860 -2.885
N -3.345 7.321 -2.365
H -1.019 7.585 -1.221
H -2.188 7.921 -0.068
H -1.217 9.227 -0.796
H -3.642 9.192 -1.528
H -3.030 9.720 -3.915
H -1.474 8.838 -3.703
H -3.412 11.628 -2.716
H -2.293 12.463 -3.791
H -1.976 12.477 -2.073
H -2.705 6.666 -2.791
H -4.132 7.408 -2.992
C -5.367 2.940 16.559
C -4.099 2.222 17.156
C -2.829 2.973 16.697
O -2.573 2.984 15.316
C -2.001 1.813 14.724
N -4.218 2.266 18.578
H -6.261 2.515 17.014
H -5.410 2.806 15.478
H -5.401 4.014 16.744
H -4.030 1.198 16.787
H -1.915 2.578 17.142
H -2.876 4.030 16.958
H -1.044 1.585 15.194
H -1.895 1.903 13.643
H -2.595 0.912 14.878
H -3.807 3.101 18.970
H -3.548 1.565 18.860
C -2.889 -1.249 -9.992
C -3.633 -0.233 -10.892
C -4.042 -0.814 -12.245
O -2.999 -1.432 -12.994
C -2.024 -0.513 -13.399
N -4.811 0.100 -10.196
H -3.607 -1.977 -9.614
H -2.417 -0.747 -9.147
H -2.093 -1.783 -10.511
H -2.968 0.605 -11.102
H -4.621 -0.132 -12.868
H -4.795 -1.580 -12.057
H -1.372 -0.181 -12.590
H -2.489 0.280 -13.985
H -1.365 -0.979 -14.131
H -5.373 -0.737 -10.137
H -4.656 0.223 -9.205
C 1.889 10.105 -10.349
C 2.759 10.014 -11.665
C 2.292 8.730 -12.423
O 2.660 7.471 -11.667
C 2.346 6.277 -12.392
N 2.496 11.196 -12.460
H 0.827 9.988 -10.563
H 2.136 11.028 -9.823
H 1.946 9.252 -9.672
H 3.815 10.034 -11.396
H 2.710 8.765 -13.429
H 1.222 8.787 -12.624
H 1.415 6.279 -12.959
H 2.269 5.389 -11.764
H 3.093 6.121 -13.169
H 1.506 11.244 -12.656
H 2.955 11.066 -13.350
C 7.395 4.264 -7.284
C 7.775 2.776 -7.425
C 6.847 2.104 -8.452
O 7.201 0.737 -8.532
C 6.377 -0.156 -7.817
N 9.161 2.721 -7.919
H 8.198 4.791 -6.768
H 6.517 4.460 -6.668
H 7.164 4.661 -8.272
H 7.795 2.273 -6.458
H 6.949 2.570 -9.432
H 5.829 2.266 -8.096
H 6.198 0.118 -6.778
H 6.781 -1.168 -7.780
H 5.416 -0.321 -8.305
H 9.179 3.117 -8.847
H 9.309 1.739 -8.103
C 11.405 -7.797 7.301
C 11.467 -6.339 7.490
C 10.034 -5.688 7.525
O 9.488 -5.770 6.219
C 8.169 -5.267 6.155
N 12.316 -6.164 8.597
H 10.775 -8.077 6.457
H 10.959 -8.237 8.193
H 12.411 -8.175 7.118
H 11.964 -5.867 6.643
H 10.059 -4.631 7.790
H 9.467 -6.316 8.212
H 8.094 -4.189 6.303
H 7.535 -5.748 6.900
H 7.740 -5.500 5.181
H 13.182 -6.438 8.154
H 12.038 -6.891 9.240
C 1.059 -7.779 11.559
C 1.479 -7.789 13.022
C 1.294 -6.419 13.715
O 1.998 -5.357 13.134
C 3.377 -5.335 13.355
N 0.550 -8.643 13.677
H 1.067 -8.788 11.147
H 1.749 -7.220 10.927
H 0.097 -7.316 11.342
H 2.499 -8.125 13.207
H 1.534 -6.496 14.775
H 0.279 -6.106 13.469
H 3.755 -4.313 13.304
H 3.898 -5.832 12.537
H 3.650 -5.648 14.363
H 0.467 -9.546 13.231
H -0.409 -8.325 13.658
C -6.049 2.726 6.083
C -5.113 3.486 7.006
C -5.106 2.825 8.397
O -6.275 2.814 9.120
C -6.946 4.080 9.251
N -3.805 3.638 6.303
H -7.029 2.632 6.552
H -5.603 1.788 5.753
H -6.316 3.217 5.147
H -5.553 4.482 7.052
H -4.349 3.371 8.959
H -4.677 1.830 8.517
H -7.336 4.420 8.291
H -6.170 4.814 9.465
H -7.734 4.099 10.004
H -3.361 2.747 6.133
H -4.181 3.933 5.413
C 2.017 -11.922 -3.313
C 3.031 -11.064 -3.933
C 2.679 -9.570 -3.820
O 1.886 -9.022 -4.851
C 1.510 -7.653 -4.726
N 4.280 -11.253 -3.293
H 1.087 -11.779 -3.863
H 1.766 -11.515 -2.333
H 2.338 -12.943 -3.102
H 3.177 -11.258 -4.996
H 3.578 -8.959 -3.738
H 2.219 -9.446 -2.840
H 1.072 -7.342 -5.674
H 2.284 -6.955 -4.408
H 0.803 -7.454 -3.922
H 4.267 -10.925 -2.338
H 4.563 -12.221 -3.239
C -6.998 -3.286 -2.762
C -7.202 -4.774 -2.485
C -6.175 -5.650 -3.352
O -6.463 -7.017 -3.343
C -5.625 -7.764 -4.205
N -6.909 -4.912 -1.106
H -7.185 -3.069 -3.814
H -6.036 -2.838 -2.511
H -7.780 -2.800 -2.179
H -8.190 -5.182 -2.700
H -5.149 -5.483 -3.025
H -6.085 -5.229 -4.354
H -5.831 -8.804 -3.949
H -4.602 -7.570 -3.882
H -5.739 -7.491 -5.254
H -6.477 -5.809 -0.938
H -7.760 -4.912 -0.563
C 7.480 -2.980 -0.891
C 7.654 -1.759 0.066
C 9.151 -1.361 0.404
O 9.119 -0.265 1.325
C 10.022 -0.353 2.429
N 6.959 -0.634 -0.558
H 8.190 -2.887 -1.712
H 6.448 -3.020 -1.241
H 7.724 -3.930 -0.416
H 7.128 -1.933 1.005
H 9.704 -1.116 -0.502
H 9.545 -2.264 0.868
H 9.888 0.479 3.120
H 11.039 -0.324 2.039
H 9.773 -1.310 2.888
H 6.973 0.105 0.130
H 5.978 -0.815 -0.714